Density functional theory data (ωB97M-V/def2-TZVPD) for a 9-piece molecular cluster, C39H103B2F8N6O13 overall.

Values from the calculation:
Total energy (eV): -100743.090
LUMO level (eV): -7.1
HOMO-LUMO gap (eV): 5.90
Multiplicity: 1
Total charge: +3

Last column: Mulliken charge in e.
Atoms and positions in Å:
C1 3.744 -38.319 -0.297  0.357
C2 4.740 -39.217 0.433  3.387
C3 4.281 -39.525 1.881  -0.884
O1 5.156 -40.325 -0.285  -0.486
H1 2.816 -38.883 -0.459  -0.585
H2 4.169 -38.101 -1.275  -0.417
H3 3.619 -37.373 0.227  -0.173
H4 5.588 -38.518 0.538  -1.492
H5 5.153 -40.083 2.226  0.368
H6 3.418 -40.184 1.739  -0.885
H7 4.030 -38.589 2.377  0.323
C4 0.997 -41.437 3.423  -0.937
O2 -0.338 -41.736 3.072  -0.155
C5 -1.049 -42.348 4.104  -0.520
C6 -2.502 -42.573 3.698  -0.949
N1 -2.690 -43.202 2.320  -0.097
H8 -3.712 -43.296 2.352  0.491
H9 -2.612 -42.535 1.553  0.344
C7 -2.130 -44.537 1.953  -0.584
C8 -2.893 -45.002 0.705  -0.562
O3 -4.239 -45.144 1.146  -0.315
C9 -4.925 -46.018 0.257  -0.815
H10 1.048 -40.711 4.237  0.435
H11 1.500 -41.049 2.537  -0.001
H12 1.598 -42.319 3.668  0.453
H13 -1.029 -41.795 5.050  0.450
H14 -0.717 -43.330 4.471  0.400
H15 -3.028 -41.615 3.665  0.375
H16 -3.167 -43.183 4.308  0.432
H17 -2.198 -45.151 2.849  0.407
H18 -1.066 -44.417 1.746  0.266
H19 -2.383 -45.917 0.401  0.429
H20 -2.851 -44.246 -0.083  0.371
H21 -5.042 -45.603 -0.746  0.334
H22 -5.885 -46.323 0.669  0.285
H23 -4.448 -46.987 0.072  0.326
C10 14.032 -38.424 4.674  -0.805
O4 12.591 -38.376 4.570  -0.427
C11 12.131 -37.549 3.521  -0.476
C12 10.988 -36.707 4.049  -0.706
N2 9.997 -37.522 4.867  -0.023
H24 10.595 -38.126 5.437  0.444
H25 9.429 -36.949 5.493  0.476
C13 9.039 -38.230 3.933  0.418
C14 7.725 -38.555 4.677  -0.519
O5 7.282 -37.514 5.500  -0.517
C15 6.628 -36.470 4.851  -0.498
H26 14.214 -38.859 5.653  0.315
H27 14.379 -37.394 4.810  0.347
H28 14.583 -38.862 3.846  0.295
H29 11.894 -38.113 2.616  0.190
H30 12.858 -36.796 3.202  0.623
H31 10.533 -36.081 3.284  0.275
H32 11.415 -35.988 4.751  0.497
H33 9.619 -39.055 3.524  0.530
H34 8.890 -37.545 3.100  -0.881
H35 7.955 -39.398 5.328  0.444
H36 6.956 -38.775 3.932  0.247
H37 7.293 -35.624 4.618  0.207
H38 5.947 -35.975 5.548  0.394
H39 6.091 -36.765 3.946  0.059
C16 6.551 -38.134 -3.038  -0.358
O6 7.096 -38.960 -4.056  -0.491
C17 6.851 -40.362 -3.894  -0.045
C18 8.009 -41.010 -3.115  -0.580
N3 7.846 -40.697 -1.654  0.921
H40 8.377 -39.826 -1.485  0.467
H41 6.885 -40.438 -1.395  -0.801
C19 8.340 -41.717 -0.627  -0.441
C20 7.616 -43.060 -0.688  0.379
O7 8.179 -43.822 -1.711  -0.428
C21 7.313 -44.724 -2.352  -0.583
H42 6.531 -38.507 -2.012  -0.077
H43 5.536 -37.822 -3.309  0.303
H44 7.034 -37.158 -2.958  0.353
H45 6.867 -40.617 -4.958  0.449
H46 5.805 -40.515 -3.621  -0.212
H47 8.876 -40.426 -3.413  0.410
H48 8.044 -42.089 -3.223  0.381
H49 8.043 -41.286 0.326  0.104
H50 9.416 -41.784 -0.742  0.555
H51 6.539 -42.890 -0.812  -0.527
H52 7.662 -43.461 0.334  0.396
H53 7.322 -45.689 -1.834  0.267
H54 7.653 -44.867 -3.376  0.339
H55 6.259 -44.422 -2.362  0.116
C22 5.149 -45.740 0.519  -1.030
O8 4.571 -44.538 -0.051  -0.207
C23 3.764 -43.846 0.863  -0.736
C24 2.678 -43.221 -0.048  -0.388
N4 3.436 -42.463 -1.113  0.863
H56 4.222 -41.919 -0.711  -0.497
H57 3.940 -43.140 -1.688  0.484
C25 2.490 -41.587 -1.888  -0.514
C26 3.108 -41.060 -3.177  -0.031
O9 2.077 -40.637 -4.045  -0.443
C27 2.590 -40.460 -5.358  -0.704
H58 4.340 -46.307 0.982  0.453
H59 5.950 -45.575 1.241  0.374
H60 5.586 -46.446 -0.186  0.300
H61 4.289 -43.146 1.519  0.173
H62 3.244 -44.498 1.576  0.665
H63 2.082 -42.448 0.437  0.210
H64 2.029 -43.970 -0.492  0.409
H65 2.263 -40.831 -1.138  0.150
H66 1.552 -42.070 -2.165  0.495
H67 3.831 -41.764 -3.604  0.495
H68 3.738 -40.201 -2.919  -0.249
H69 2.950 -41.402 -5.774  0.296
H70 3.354 -39.676 -5.389  0.256
H71 1.756 -40.017 -5.902  0.297
C28 4.402 -34.406 1.670  -0.486
O10 5.724 -34.282 1.187  -0.594
C29 6.239 -35.531 0.770  2.441
C30 7.392 -35.391 -0.196  -0.239
N5 8.606 -34.815 0.576  0.501
H72 8.140 -34.309 1.332  0.438
H73 9.192 -35.510 1.046  -0.057
C31 9.462 -33.762 -0.085  -0.843
C32 10.733 -33.504 0.727  -0.620
O11 11.330 -34.675 1.215  -0.267
C33 12.330 -35.233 0.317  -0.705
H74 4.304 -35.117 2.494  0.097
H75 3.677 -34.617 0.877  0.164
H76 4.086 -33.405 1.966  0.451
H77 5.445 -36.076 0.245  -1.425
H78 6.429 -36.186 1.630  -0.217
H79 7.258 -34.865 -1.136  0.409
H80 7.687 -36.415 -0.423  -0.473
H81 8.839 -32.869 -0.142  0.511
H82 9.640 -34.011 -1.130  0.422
H83 10.639 -32.913 1.643  0.379
H84 11.318 -32.864 0.057  0.418
H85 11.948 -35.185 -0.705  0.401
H86 12.321 -36.292 0.566  0.117
H87 13.287 -34.723 0.385  0.301
C34 1.179 -37.191 1.816  -0.586
O12 -0.128 -36.911 2.274  -0.363
C35 -0.819 -37.951 2.896  -0.169
C36 -2.253 -37.904 2.375  -0.741
N6 -2.203 -38.132 0.869  0.066
H88 -1.312 -37.696 0.588  0.103
H89 -2.104 -39.142 0.859  0.390
C37 -3.367 -37.500 0.129  -0.706
C38 -2.870 -36.097 -0.257  -0.472
O13 -1.508 -36.092 -0.553  -0.358
C39 -1.125 -35.154 -1.555  -0.651
H90 1.777 -37.835 2.467  0.352
H91 1.761 -36.348 1.449  0.181
H92 1.035 -37.802 0.912  0.304
H93 -0.677 -37.749 3.967  0.526
H94 -0.278 -38.909 2.908  -0.187
H95 -2.450 -36.847 2.542  0.396
H96 -2.838 -38.702 2.823  0.498
H97 -4.271 -37.390 0.722  0.369
H98 -3.454 -38.169 -0.724  0.434
H99 -3.210 -35.332 0.444  0.374
H100 -3.502 -35.988 -1.150  0.398
H101 -0.064 -35.345 -1.708  0.121
H102 -1.258 -34.094 -1.329  0.320
H103 -1.700 -35.359 -2.462  0.354
B1 3.484 -34.873 -1.272  -0.080
F1 2.618 -35.198 -2.341  -0.426
F2 2.782 -35.005 -0.082  -0.332
F3 4.544 -35.768 -1.418  0.120
F4 3.921 -33.546 -1.509  -0.345
B2 9.323 -38.407 0.427  -0.428
F5 9.982 -39.543 0.800  -0.339
F6 8.007 -38.370 0.961  -0.212
F7 10.033 -37.277 0.832  0.197
F8 9.139 -38.259 -0.969  -0.533

***

Density functional theory data (ωB97M-V/def2-TZVPD) for C46H64CoNO4P2SSi as an isolated structure.

Values from the calculation:
Total energy (eV): -133339.611
LUMO level (alpha / beta) (eV): -0.9 / -1.0
HOMO-LUMO gap (alpha / beta) (eV): 6.65 / 6.57
Multiplicity: 1

Last column: Mulliken charge in e.
Atoms and positions in Å:
Co1 0.588 0.338 -0.767  1.344
C1 1.729 -3.519 -1.710  -1.753
Si1 1.558 -1.833 -0.778  1.174
C2 0.614 -2.536 0.786  -0.553
C3 1.256 -3.496 1.555  -0.095
C4 0.621 -4.122 2.612  -0.949
C5 -0.692 -3.792 2.900  -1.025
C6 -1.344 -2.826 2.155  -0.119
C7 -0.703 -2.183 1.097  0.564
P1 -1.440 -0.776 0.178  -0.558
C8 -2.765 -0.192 1.381  0.296
C9 -3.030 1.304 1.206  -0.234
C10 -3.869 1.818 2.378  -0.633
C11 -5.175 1.037 2.520  -0.771
C12 -4.904 -0.461 2.624  -1.325
C13 -4.104 -0.921 1.409  -0.631
C14 -2.210 -1.558 -1.360  2.309
C15 -2.859 -0.485 -2.256  0.422
C16 -4.382 -0.480 -2.298  -0.912
C17 -4.900 -1.880 -2.593  -1.010
C18 -4.514 -2.807 -1.447  -0.520
C19 -2.995 -2.883 -1.263  -0.927
C20 3.300 -1.272 -0.177  0.749
C21 4.418 -2.018 -0.530  -0.580
C22 5.701 -1.552 -0.313  -1.037
C23 5.893 -0.297 0.239  -1.054
C24 4.795 0.467 0.590  -0.290
C25 3.503 -0.009 0.398  -0.050
P2 2.030 0.934 0.938  0.440
C26 1.974 0.184 2.668  2.352
C27 0.742 0.532 3.494  -0.482
C28 0.631 -0.430 4.683  -0.360
C29 1.997 -0.706 5.335  -0.938
C30 3.012 0.372 4.976  -0.877
C31 3.273 0.359 3.469  -0.490
C32 2.517 2.756 0.787  0.700
C33 3.360 3.526 1.810  -1.508
C34 2.600 3.885 3.081  0.242
C35 1.334 4.666 2.752  -1.528
C36 0.470 3.865 1.788  0.168
C37 1.234 3.553 0.509  -0.553
H1 2.294 -4.219 -1.102  0.466
H2 2.247 -3.384 -2.650  0.430
H3 0.762 -3.974 -1.900  0.385
H4 2.278 -3.758 1.323  0.452
H5 1.141 -4.860 3.207  0.451
H6 -1.207 -4.278 3.716  0.434
H7 -2.360 -2.586 2.423  0.208
H8 -2.273 -0.324 2.356  1.019
H9 -3.556 1.482 0.267  0.353
H10 -2.084 1.849 1.159  -0.343
H11 -4.091 2.877 2.240  0.439
H12 -3.292 1.716 3.301  0.253
H13 -5.810 1.226 1.650  0.288
H14 -5.715 1.380 3.406  0.434
H15 -5.847 -1.008 2.678  0.426
H16 -4.344 -0.673 3.539  0.378
H17 -4.667 -0.663 0.515  -0.029
H18 -3.978 -2.003 1.430  0.685
H19 -1.259 -1.827 -1.846  -0.847
H20 -2.512 -0.637 -3.279  -0.650
H21 -2.498 0.497 -1.948  -0.243
H22 -4.703 0.219 -3.074  0.489
H23 -4.799 -0.127 -1.354  0.221
H24 -4.465 -2.238 -3.529  0.306
H25 -5.986 -1.868 -2.709  0.526
H26 -4.886 -3.816 -1.644  0.519
H27 -5.000 -2.456 -0.538  0.049
H28 -2.615 -3.533 -2.058  0.540
H29 -2.766 -3.379 -0.316  0.143
H30 4.288 -2.976 -1.006  0.388
H31 6.554 -2.155 -0.589  0.410
H32 6.890 0.089 0.391  0.459
H33 4.963 1.453 0.998  0.229
H34 1.864 -0.879 2.408  -0.555
H35 -0.149 0.444 2.865  -0.718
H36 0.791 1.557 3.861  0.729
H37 0.200 -1.373 4.343  -0.149
H38 -0.053 -0.005 5.419  0.581
H39 2.384 -1.664 4.984  0.321
H40 1.888 -0.770 6.420  0.532
H41 3.951 0.193 5.504  0.584
H42 2.645 1.347 5.300  0.215
H43 3.946 -0.466 3.232  0.388
H44 3.782 1.278 3.189  -0.158
H45 3.087 2.704 -0.156  0.824
H46 3.667 4.459 1.328  0.568
H47 4.275 2.990 2.068  0.335
H48 3.246 4.482 3.728  0.448
H49 2.337 2.975 3.616  -0.468
H50 1.603 5.619 2.290  0.450
H51 0.780 4.886 3.667  0.483
H52 -0.442 4.414 1.545  0.627
H53 0.174 2.924 2.252  -0.306
H54 1.487 4.491 0.007  0.737
H55 0.586 2.972 -0.153  -0.769
C38 -1.793 -0.279 -7.683  -1.525
C39 -0.735 -0.137 -6.632  0.877
C40 0.389 0.650 -6.849  -0.959
C41 1.361 0.775 -5.872  -0.511
C42 1.209 0.110 -4.672  -0.447
C43 0.104 -0.683 -4.437  -0.334
C44 -0.860 -0.809 -5.419  -0.664
S1 2.467 0.260 -3.400  1.012
O1 2.662 -1.055 -2.817  -0.710
O2 3.630 0.861 -3.999  -0.835
N1 1.858 1.226 -2.244  -0.642
C45 1.351 2.414 -2.805  -1.217
C46 -0.248 2.263 -2.813  0.583
O3 -0.861 2.787 -3.714  -0.774
O4 -0.661 1.594 -1.839  -0.660
H56 -1.614 0.399 -8.514  0.356
H57 -2.775 -0.064 -7.263  0.319
H58 -1.809 -1.299 -8.066  0.339
H59 0.506 1.170 -7.788  0.343
H60 2.244 1.374 -6.030  0.562
H61 0.028 -1.195 -3.489  0.488
H62 -1.724 -1.436 -5.255  0.627
H63 1.701 2.595 -3.824  0.454
H64 1.550 3.287 -2.180  0.354